(1)
# C4H7NO

A 2-piece molecular cluster, C4H7NO overall (wB97M-V/def2-TZVPD, the OMol25 dataset).

Each line ends with the natural charge from an NBO analysis.
Geometry (Å):
C -0.4684 0.3554 1.9838  -0.261
O -0.2819 1.5887 1.2607  -0.462
C -0.6055 1.5898 0.0070  0.058
C 0.3424 -0.9037 -2.0020  -0.748
C 0.9380 -1.3955 -0.7618  0.309
N 1.3913 -1.7571 0.2397  -0.369
H -1.0144 -0.3507 1.3565  0.203
H -1.0220 0.6048 2.8907  0.191
H 0.5178 -0.0412 2.2297  0.213
H -0.3612 2.6368 -0.2982  0.078
H -0.2355 -0.0053 -1.7517  0.286
H 1.1235 -0.6634 -2.7279  0.249
H -0.3240 -1.6585 -2.4265  0.251

Maximum force, eV/A: 1.141
ΔE to the lowest compared entry with this formula, charge and spin, kJ/mol: 398.3
Orbital gap, eV: 9.53


(2)
# C3H6N2O

A 2-piece molecular cluster, C3H6N2O overall (wB97M-V/def2-TZVPD, the OMol25 dataset).

Each line ends with the natural charge from an NBO analysis.
Geometry (Å):
C 0.0927 -2.3086 -0.6912  -0.677
C 0.7089 -0.9646 -0.8423  0.214
N 1.3255 0.0282 -0.7820  0.180
O 2.0374 1.0169 -0.8268  -0.466
H -0.4998 -2.1444 0.2429  0.259
H 0.9014 -2.9950 -0.6350  0.243
H -0.3626 -2.4963 -1.6436  0.249
C -0.9693 1.8589 1.3600  -0.027
N -0.7679 1.7011 0.1143  -0.597
H -0.8203 2.7099 2.1274  0.138
H -1.4076 1.1374 1.9004  0.135
H -0.2383 2.4567 -0.3242  0.350

Maximum force, eV/A: 4.000
Structure (SMILES): CC#[N+][O-].C=N
ΔE to the lowest compared entry with this formula, charge and spin, kJ/mol: 492.7
Orbital gap, eV: 9.90


(3)
# C5H11N

A 2-piece molecular cluster, C5H11N overall (wB97M-V/def2-TZVPD, the OMol25 dataset).

Each line ends with the natural charge from an NBO analysis.
Geometry (Å):
C -0.7476 1.7219 0.6532  -0.387
C 0.0411 1.1785 -0.2792  -0.211
C 0.9751 0.0757 -0.1022  -0.040
C 1.5392 -0.4896 -1.1819  -0.372
C 1.3207 -0.4267 1.2747  -0.645
H -1.4163 2.5384 0.3925  0.203
H -0.7775 1.3834 1.6829  0.192
H -0.0280 1.5889 -1.2879  0.204
H 1.3225 -0.1571 -2.1932  0.196
H 2.2484 -1.3073 -1.0857  0.196
H 1.6668 -1.4665 1.2425  0.221
H 0.4663 -0.4119 1.9566  0.214
H 2.1226 0.1821 1.7061  0.226
N -2.3853 -1.3311 -0.7469  -1.061
H -1.4512 -1.6512 -0.4863  0.357
H -2.2332 -0.7244 -1.5523  0.353
H -2.6637 -0.7029 0.0070  0.355

Maximum force, eV/A: 0.992
Structure (SMILES): C=CC(=C)C.N
ΔE to the lowest compared entry with this formula, charge and spin, kJ/mol: 107.7
Orbital gap, eV: 9.77


(4)
# C3H2InO3

C3H2InO3 as an isolated structure (wB97M-V/def2-TZVPD, the OMol25 dataset).

Each line ends with the natural charge from an NBO analysis.
Geometry (Å):
C -2.8010 0.8180 -0.0506  -0.356
C -2.0515 -0.2091 0.1140  0.741
O -1.0396 -0.9076 0.0716  -0.331
C 0.2887 -0.2746 -0.0431  0.951
O 0.3330 0.8609 -0.5124  -0.592
O 1.1937 -0.9450 0.4364  -0.585
H -3.2185 1.0515 -1.0350  0.389
In 2.3704 0.6190 0.0188  2.395
H -3.3565 0.9076 0.9343  0.389

Maximum force, eV/A: 5.173
Net charge: +3
ΔE to the lowest compared entry with this formula, charge and spin, kJ/mol: 75.0
Orbital gap (alpha / beta), eV: 4.56 / 4.56


(5)
# C17H9N3O2S

One molecule with the formula C17H9N3O2S (wB97M-V/def2-TZVPD, the OMol25 dataset).

Each line ends with the natural charge from an NBO analysis.
Geometry (Å):
O -1.0984 -1.4941 2.2430  -0.579
C -0.4542 -1.2615 1.1968  0.589
C -0.0265 -2.3576 0.3036  0.155
O -0.0895 -3.7291 0.4280  -0.386
C 0.6179 -4.2422 -0.6134  0.305
C 0.7734 -5.5887 -0.9754  -0.237
C 1.4780 -5.8652 -2.1640  -0.199
C 2.0630 -4.8454 -2.9456  -0.225
C 1.8595 -3.4914 -2.6223  -0.169
C 1.1682 -3.2376 -1.4215  -0.139
C 0.7763 -2.0039 -0.7952  0.133
N 1.0832 -0.6914 -1.2383  -0.470
C 0.5282 0.2390 -0.4889  0.236
S 0.5712 1.8986 -0.9626  0.424
C -0.2996 2.2018 0.5477  0.042
C -0.7880 3.5189 1.0272  -0.032
C -1.2122 3.6496 2.3417  -0.187
C -1.6766 4.8706 2.8199  -0.203
C -1.7912 5.9604 1.9591  -0.191
C -1.3767 5.8471 0.6340  -0.208
C -0.8386 4.6190 0.1912  -0.211
N -0.5679 1.1611 1.3128  -0.203
N -0.1752 0.0039 0.7340  -0.258
H 0.2804 -6.3302 -0.3597  0.230
H 1.6388 -6.9143 -2.4393  0.221
H 2.6182 -5.1362 -3.8402  0.219
H 2.2100 -2.7071 -3.2580  0.230
H -1.1090 2.8289 3.0538  0.243
H -2.0703 4.9310 3.8108  0.219
H -2.1930 6.8773 2.3258  0.215
H -1.4409 6.7458 0.0182  0.223
H -0.4586 4.5429 -0.8230  0.212

Maximum force, eV/A: 5.429
Structure (SMILES): O=c1c2oc3ccccc3c2nc2sc(-c3ccccc3)nn12
Orbital gap, eV: 7.99


(6)
# CH3ClN2O2

A 2-piece molecular cluster, CH3ClN2O2 overall (wB97M-V/def2-TZVPD, the OMol25 dataset).

Each line ends with the natural charge from an NBO analysis.
Geometry (Å):
C 0.3310 -0.9681 -0.5119  -0.488
N 0.0964 0.3841 -0.2648  -0.049
N 0.0925 0.9548 0.9413  0.573
O 0.9503 0.4715 1.6698  -0.376
O -0.5942 1.9046 1.1653  -0.322
Cl -2.1671 1.2134 -1.2057  -0.070
H 0.1384 -1.1533 -1.5672  0.245
H 1.4030 -1.1663 -0.3530  0.266
H -0.2503 -1.6406 0.1263  0.221

Maximum force, eV/A: 3.579
ΔE to the lowest compared entry with this formula, charge and spin, kJ/mol: 450.7
Orbital gap (alpha / beta), eV: 8.49 / 7.69


(7)
# C7H16N3O

An isolated ion of composition C7H16N3O and charge +1 (wB97M-V/def2-TZVPD, the OMol25 dataset).

Each line ends with the natural charge from an NBO analysis.
Geometry (Å):
C -2.7682 0.4499 2.9779  -0.586
C -2.2358 1.1249 1.7318  -0.404
C -0.7454 0.7057 1.4005  -0.398
C -0.6973 -0.3056 0.2519  -0.236
N 0.6178 -0.9106 0.1599  -0.517
C 1.4628 -0.5558 -0.7603  0.620
C 2.7414 -1.2564 -0.8354  -0.680
N 1.1989 0.6324 -1.3830  -0.611
C 1.3840 0.7278 -2.7412  0.142
N 1.3508 -0.3648 -3.3941  -0.026
O 1.2126 -1.5028 -2.9093  -0.503
H -2.1882 0.6619 3.7514  0.199
H -3.7868 0.8202 3.1962  0.225
H -2.7846 -0.6551 2.9374  0.195
H -2.9753 0.8071 0.9341  0.210
H -2.2183 2.1055 2.0458  0.222
H -0.1923 1.5805 0.9904  0.195
H -0.1848 0.1852 2.2084  0.217
H -0.9061 0.1877 -0.6844  0.185
H -1.4748 -1.0116 0.2943  0.234
H 0.6284 -1.7353 0.7560  0.443
H 2.6708 -2.3717 -0.7877  0.279
H 3.3574 -0.7872 0.1140  0.268
H 3.2356 -1.0130 -1.7927  0.259
H 0.3408 1.0645 -0.9351  0.429
H 1.4925 1.7384 -3.1759  0.246
H 1.4644 -0.3221 -4.3510  0.394

Maximum force, eV/A: 4.566
Structure (SMILES): CCCC/[NH+]=C(C)\[NH+]=C/N[O-]
Net charge: +1
ΔE to the lowest compared entry with this formula, charge and spin, kJ/mol: 266.9
Orbital gap, eV: 9.64


(8)
# C43H99Cl3

A 8-piece molecular cluster, C43H99Cl3 overall (wB97M-V/def2-TZVPD, the OMol25 dataset).

Each line ends with the Löwdin charge.
Geometry (Å):
Cl 1.3489 -2.5640 0.4867  0.512
C 0.2739 -1.3909 -0.4820  -1.367
Cl 0.9510 -0.9040 -2.0367  0.621
Cl -0.0024 0.0372 0.5898  0.580
H -0.6619 -1.9153 -0.6752  0.006
C 6.1354 -2.5282 6.8668  -0.121
C 6.2931 -1.5558 5.6332  -0.229
C 4.9210 -1.5071 4.8469  -0.210
C 5.0510 -0.6147 3.5853  -0.225
C 3.7123 -0.4706 2.8142  -0.242
C 2.5098 0.1805 3.5945  -0.094
H 5.9694 -3.5601 6.5574  0.064
H 5.3183 -2.3354 7.5620  0.058
H 6.9970 -2.4304 7.5273  0.056
H 6.6647 -0.5636 5.8893  0.097
H 7.0496 -2.0234 5.0031  0.094
H 4.1408 -1.0448 5.4516  0.104
H 4.7236 -2.5063 4.4587  0.110
H 5.2932 0.3850 3.9461  0.103
H 5.8493 -0.9720 2.9347  0.105
H 3.8386 0.0168 1.8474  0.078
H 3.3998 -1.4499 2.4516  0.069
H 1.8143 0.5199 2.8268  0.019
H 2.0127 -0.5569 4.2248  0.054
H 2.7371 1.0553 4.2037  0.074
C -3.6704 5.9471 0.1287  -0.109
C -2.6887 6.5677 1.1297  -0.262
C -1.1915 6.3505 0.8043  -0.216
C -0.6587 4.8983 0.8704  -0.211
C 0.7746 4.6414 0.3802  -0.257
C 1.1981 3.1705 0.3929  -0.137
H -3.5870 4.8652 0.0257  0.058
H -3.5152 6.4035 -0.8489  0.069
H -4.6927 6.1326 0.4583  0.067
H -2.8984 7.6165 1.3398  0.104
H -2.7651 6.0104 2.0634  0.083
H -0.5316 6.9634 1.4182  0.106
H -1.1183 6.8281 -0.1728  0.101
H -0.8250 4.5423 1.8871  0.101
H -1.2468 4.2303 0.2410  0.100
H 0.9394 5.0267 -0.6261  0.102
H 1.4679 5.1765 1.0291  0.102
H 0.8290 2.6413 1.2715  0.039
H 0.7591 2.6900 -0.4814  0.036
H 2.2729 3.0604 0.2485  0.066
C -1.6120 3.9156 -4.0359  -0.109
C -0.8085 2.6122 -4.0488  -0.273
C -0.1169 2.2699 -5.3613  -0.209
C 0.7691 0.9957 -5.2563  -0.224
C 1.6842 0.7933 -6.4907  -0.270
C 2.8494 -0.1268 -6.2088  -0.111
H -1.9061 3.9856 -2.9886  0.057
H -2.4972 3.8440 -4.6679  0.070
H -1.1054 4.8607 -4.2313  0.069
H -0.2023 2.6269 -3.1431  0.089
H -1.5144 1.7869 -3.9551  0.108
H 0.5370 3.0417 -5.7673  0.101
H -0.8866 2.1511 -6.1239  0.114
H 1.3179 0.9215 -4.3175  0.060
H 0.1771 0.0882 -5.1374  0.099
H 1.1309 0.5429 -7.3959  0.106
H 2.0983 1.7630 -6.7671  0.094
H 2.5977 -0.8703 -5.4524  0.059
H 3.0118 -0.7058 -7.1179  0.070
H 3.7219 0.4641 -5.9299  0.068
C -6.3967 -3.3469 3.8178  -0.111
C -6.0365 -2.4550 2.6516  -0.274
C -5.6502 -3.2717 1.4079  -0.189
C -4.2734 -3.9365 1.6297  -0.239
C -3.1539 -2.9911 1.8552  -0.291
C -1.7484 -3.6084 1.9107  -0.105
H -5.6362 -4.1161 3.9526  0.067
H -7.3476 -3.8598 3.6734  0.073
H -6.4423 -2.7630 4.7371  0.071
H -6.8199 -1.7520 2.3686  0.103
H -5.2189 -1.8338 3.0174  0.081
H -5.7175 -2.6697 0.5017  0.106
H -6.3724 -4.0703 1.2384  0.106
H -4.2089 -4.7978 2.2946  0.112
H -3.9483 -4.4935 0.7510  0.097
H -3.1823 -2.2503 1.0561  0.112
H -3.2265 -2.4045 2.7710  0.085
H -0.9676 -2.8815 2.1344  0.022
H -1.7446 -4.3826 2.6781  0.081
H -1.5951 -4.0563 0.9289  0.057
C -0.9445 -0.9674 4.5058  -0.117
C -1.3423 0.3187 3.8513  -0.312
C -2.3857 1.1013 4.5793  -0.205
C -2.7209 2.5257 4.0133  -0.219
C -3.4940 2.6254 2.7239  -0.261
C -4.9847 2.1907 2.8927  -0.082
H -0.5822 -0.7482 5.5102  0.078
H -0.1812 -1.5096 3.9477  0.058
H -1.8298 -1.5868 4.6494  0.071
H -0.4718 0.9687 3.7631  0.097
H -1.6473 0.0390 2.8429  0.063
H -2.1196 1.2727 5.6223  0.111
H -3.3299 0.5589 4.6285  0.104
H -3.3003 3.0578 4.7677  0.105
H -1.8001 3.0790 3.8283  0.096
H -3.3774 3.6553 2.3866  0.077
H -2.9577 2.0745 1.9513  0.098
H -5.6077 2.3992 2.0229  0.061
H -5.1172 1.1173 3.0281  0.054
H -5.3793 2.7482 3.7422  0.071
C -3.7595 -6.0692 -2.8754  -0.112
C -2.4272 -5.4869 -2.3624  -0.260
C -1.6739 -4.8701 -3.5209  -0.252
C -0.2008 -4.8316 -3.1908  -0.253
C 0.5884 -4.2344 -4.3322  -0.260
C 2.1159 -4.0410 -4.1026  -0.096
H -3.5915 -6.8144 -3.6529  0.068
H -4.3282 -5.2592 -3.3321  0.070
H -4.4172 -6.5898 -2.1794  0.062
H -2.5844 -4.6940 -1.6312  0.092
H -1.8689 -6.2885 -1.8788  0.108
H -2.0625 -3.8923 -3.8052  0.122
H -1.6812 -5.4710 -4.4303  0.112
H -0.2139 -4.1724 -2.3229  0.097
H 0.2227 -5.7973 -2.9149  0.123
H 0.4350 -4.8762 -5.1998  0.105
H 0.0761 -3.3049 -4.5802  0.096
H 2.3741 -3.3937 -3.2646  0.033
H 2.6212 -4.9812 -3.8817  0.068
H 2.5911 -3.6576 -5.0056  0.060
C 3.0013 4.3203 -3.7394  -0.109
C 3.7285 2.9833 -3.8153  -0.241
C 3.6790 2.2972 -2.3961  -0.198
C 4.1507 0.8091 -2.5133  -0.220
C 4.1213 0.0468 -1.1745  -0.276
C 4.4818 -1.4564 -1.2207  -0.107
H 2.9854 4.7696 -4.7324  0.066
H 3.4656 5.0512 -3.0774  0.072
H 1.9687 4.1961 -3.4129  0.056
H 3.2820 2.2804 -4.5186  0.072
H 4.7805 3.0696 -4.0874  0.106
H 2.6210 2.2505 -2.1383  0.080
H 4.2089 2.8634 -1.6300  0.110
H 3.5258 0.3474 -3.2778  0.071
H 5.1424 0.7929 -2.9653  0.112
H 4.7129 0.6592 -0.4940  0.101
H 3.1300 0.0780 -0.7223  0.047
H 5.5219 -1.6771 -0.9804  0.067
H 3.9321 -1.9651 -0.4288  0.013
H 4.1676 -1.9945 -2.1150  0.056

Maximum force, eV/A: 2.442
Structure (SMILES): ClC(Cl)Cl.CCCCCC.CCCCCC.CCCCCC.CCCCCC.CCCCCC.CCCCCC.CCCCCC
ΔE to the lowest compared entry with this formula, charge and spin, kJ/mol: 0.0
Orbital gap, eV: 10.82